C23H31F6O3V as an isolated structure. Source: the OMol25 dataset; level of theory: ωB97M-V/def2-TZVPD.

Properties
* 2S+1: 2
* net charge: +1
* energy: -72482.4219 eV
* orbital gap (alpha / beta): 7.7 / 8.3 eV
* highest occupied orbital energy (alpha / beta): -11.88 / -11.88 eV

CARTESIAN COORDINATES (ANGSTROEM)
V  -0.355  -0.602  2.463
F  3.266  0.748  4.531
F  -0.953  3.039  4.103
F  0.716  3.831  5.283
F  3.032  2.904  4.832
F  2.912  2.050  2.812
F  0.849  3.747  3.093
O  0.544  0.863  3.223
O  0.050  -0.307  -4.935
O  0.213  0.081  -0.006
C  1.009  1.622  4.270
C  -0.622  0.236  -2.204
C  -2.161  0.906  2.459
C  -0.052  -0.900  -6.271
C  -2.436  -0.122  1.500
C  1.207  -1.647  -6.670
C  1.547  -1.757  1.701
C  0.280  1.436  -1.932
C  0.411  3.080  4.185
C  0.390  -2.607  1.620
C  0.309  1.467  -0.415
C  1.766  -1.442  3.071
C  2.571  1.848  4.104
C  -2.278  -1.102  3.597
C  -1.262  -1.796  -6.429
C  -0.090  -2.819  2.958
C  -2.110  0.304  3.756
C  -2.483  -1.372  2.197
C  0.720  1.089  5.654
C  -0.280  -0.729  -1.097
C  0.733  -2.057  3.853
C  -0.063  1.017  -5.557
C  -0.222  0.470  -6.973
H  1.118  -2.011  -7.706
H  -1.677  0.523  -2.130
H  0.851  1.589  -5.395
H  2.200  -1.475  0.881
H  -1.223  0.630  -7.381
H  0.653  -2.029  4.938
H  -0.464  -0.233  -3.171
H  0.511  -1.436  -1.388
H  -2.182  -1.265  -6.153
H  -0.940  1.540  -5.170
H  -0.355  1.141  5.846
H  1.226  1.877  0.022
H  1.341  -2.522  -6.022
H  -0.560  2.011  -0.007
H  1.248  1.709  6.382
H  1.285  1.227  -2.304
H  -2.693  0.046  0.454
H  0.569  0.759  -7.670
H  -1.146  -1.315  -0.759
H  -2.102  0.827  4.707
H  0.007  -3.073  0.720
H  -2.093  1.965  2.235
H  2.091  -1.002  -6.634
H  -0.888  -3.496  3.248
H  -0.071  2.364  -2.382
H  2.627  -0.917  3.459
H  -2.329  -1.819  4.420
H  1.044  0.047  5.735
H  -1.145  -2.696  -5.814
H  -1.351  -2.110  -7.482
H  -2.714  -2.335  1.748